{"formula": "C5H8O2", "method": "ωB97M-V/def2-TZVPD", "species": ["C", "C", "O", "C", "C", "C", "O", "H", "H", "H", "H", "H", "H", "H", "H"], "coordinates": [[-0.26, 1.24, 0.14], [0.81, 0.82, -0.54], [1.47, -0.36, -0.31], [0.87, -1.18, 0.65], [-0.47, -1.79, 0.34], [-0.34, -0.71, 1.39], [-0.87, 0.56, 1.15], [-0.75, 2.18, -0.08], [1.23, 1.37, -1.37], [1.62, -1.76, 1.18], [-0.91, -1.47, -0.61], [-0.69, -2.81, 0.63], [-0.46, -0.98, 2.43], [-0.47, 2.76, -2.74], [-0.73, 2.17, -2.37]], "nbo_charge": [0.016, 0.019, -0.478, 0.058, -0.479, 0.060, -0.478, 0.207, 0.208, 0.206, 0.237, 0.225, 0.206, -0.004, -0.002], "homo_energy_ev": -8.15, "lumo_energy_ha": 0.038, "homo_lumo_gap_ha": 0.3380, "smiles": "C1=CO[C@@H]2C[C@@H]2O1.[H][H]", "spin_multiplicity": 1, "e_above_lowest_kj_mol": 338.4, "total_charge": 0}

=====

{"formula": "C39H108MgN17O9P5", "method": "ωB97M-V/def2-TZVPD", "species": ["Mg", "C", "C", "C", "C", "C", "C", "N", "O", "C", "C", "C", "H", "H", "H", "H", "H", "H", "H", "H", "H", "H", "H", "H", "H", "H", "H", "H", "H", "H", "N", "O", "O", "O", "O", "P", "N", "C", "C", "N", "C", "C", "N", "C", "C", "H", "H", "H", "H", "H", "H", "H", "H", "H", "H", "H", "H", "H", "H", "H", "H", "H", "H", "O", "P", "N", "C", "C", "N", "C", "C", "N", "C", "C", "H", "H", "H", "H", "H", "H", "H", "H", "H", "H", "H", "H", "H", "H", "H", "H", "H", "H", "O", "P", "N", "C", "C", "N", "C", "C", "N", "C", "C", "H", "H", "H", "H", "H", "H", "H", "H", "H", "H", "H", "H", "H", "H", "H", "H", "H", "H", "O", "P", "N", "C", "C", "N", "C", "C", "N", "C", "C", "H", "H", "H", "H", "H", "H", "H", "H", "H", "H", "H", "H", "H", "H", "H", "H", "H", "H", "O", "P", "N", "C", "C", "N", "C", "C", "N", "C", "C", "H", "H", "H", "H", "H", "H", "H", "H", "H", "H", "H", "H", "H", "H", "H", "H", "H", "H"], "coordinates": [[19.00, -17.03, 7.74], [18.07, -14.36, 10.63], [19.52, -14.01, 10.42], [20.02, -13.56, 11.77], [21.49, -13.60, 12.00], [22.13, -14.87, 11.51], [21.70, -15.20, 10.07], [20.23, -15.23, 9.98], [19.88, -15.47, 8.65], [22.27, -16.69, 9.81], [22.38, -14.25, 9.09], [19.58, -12.93, 9.39], [17.64, -14.55, 9.66], [17.61, -13.51, 11.08], [17.98, -15.21, 11.27], [19.65, -14.27, 12.48], [19.61, -12.57, 12.11], [21.48, -13.43, 13.06], [21.96, -12.64, 11.56], [21.78, -15.66, 12.17], [23.23, -14.77, 11.63], [23.36, -16.74, 9.71], [21.84, -17.12, 8.87], [21.94, -17.21, 10.67], [21.73, -14.13, 8.24], [23.38, -14.65, 8.82], [22.50, -13.30, 9.47], [19.33, -13.25, 8.42], [20.55, -12.41, 9.28], [18.91, -12.08, 9.63], [16.64, -17.62, 6.92], [17.70, -18.30, 6.65], [16.87, -16.69, 7.70], [15.60, -17.77, 6.33], [18.75, -18.36, 9.40], [17.95, -19.04, 10.43], [18.30, -18.30, 11.95], [17.40, -18.26, 13.07], [19.65, -17.96, 12.24], [18.38, -20.64, 10.53], [18.22, -21.31, 11.81], [19.41, -21.08, 9.65], [16.30, -19.01, 10.37], [15.56, -17.75, 10.54], [15.40, -20.17, 10.01], [17.83, -18.72, 14.00], [16.64, -18.95, 12.77], [17.00, -17.24, 13.33], [20.12, -18.59, 12.93], [19.69, -17.01, 12.66], [20.16, -17.86, 11.30], [18.16, -22.36, 11.59], [18.97, -20.99, 12.48], [17.30, -21.11, 12.28], [19.79, -20.31, 9.01], [20.31, -21.31, 10.24], [19.09, -21.99, 9.07], [16.08, -17.11, 11.27], [15.47, -17.21, 9.58], [14.58, -18.01, 10.98], [14.55, -19.85, 9.48], [15.01, -20.51, 11.02], [15.85, -20.95, 9.47], [20.61, -18.14, 7.15], [21.45, -18.68, 6.02], [20.71, -18.89, 4.57], [20.71, -17.76, 3.66], [19.58, -19.79, 4.57], [22.13, -20.13, 6.36], [22.62, -20.34, 7.66], [22.54, -21.11, 5.35], [22.75, -17.69, 5.81], [23.83, -18.23, 5.04], [22.78, -16.37, 6.22], [20.02, -16.93, 3.84], [20.26, -18.17, 2.68], [21.71, -17.41, 3.43], [19.84, -20.63, 3.87], [18.71, -19.18, 4.32], [19.39, -20.17, 5.56], [23.73, -20.33, 7.74], [22.18, -19.59, 8.35], [22.31, -21.38, 8.01], [21.72, -21.18, 4.60], [23.60, -20.87, 5.01], [22.58, -22.01, 5.97], [24.37, -17.36, 4.61], [24.49, -18.79, 5.66], [23.45, -18.85, 4.25], [22.70, -15.66, 5.31], [23.70, -16.04, 6.73], [21.93, -16.17, 6.80], [17.75, -22.19, 3.64], [16.53, -22.48, 4.35], [16.72, -22.46, 6.00], [15.70, -22.91, 6.94], [17.95, -22.09, 6.58], [15.98, -24.08, 4.29], [15.19, -24.47, 3.18], [16.93, -25.06, 4.73], [15.27, -21.49, 3.87], [15.62, -20.37, 3.04], [14.00, -21.36, 4.68], [15.03, -22.08, 7.24], [16.11, -23.42, 7.76], [15.08, -23.68, 6.44], [18.83, -22.34, 5.95], [18.16, -22.74, 7.42], [17.97, -21.04, 6.94], [14.58, -23.60, 2.81], [15.69, -24.83, 2.34], [14.53, -25.37, 3.28], [17.55, -25.47, 4.00], [17.65, -24.54, 5.41], [16.37, -25.84, 5.28], [14.78, -20.14, 2.39], [15.90, -19.55, 3.63], [16.56, -20.50, 2.49], [13.15, -21.25, 3.99], [14.07, -20.41, 5.23], [13.85, -22.25, 5.31], [18.91, -15.80, 5.97], [18.73, -14.62, 5.13], [20.10, -13.87, 4.50], [21.04, -13.19, 5.42], [20.43, -14.00, 3.13], [18.00, -13.36, 5.92], [18.24, -11.91, 5.67], [16.85, -13.54, 6.69], [17.85, -15.02, 3.82], [17.17, -14.12, 2.93], [17.22, -16.34, 3.71], [20.80, -13.54, 6.44], [20.92, -12.09, 5.42], [22.09, -13.37, 5.19], [19.98, -13.28, 2.43], [20.20, -14.93, 2.60], [21.50, -13.81, 3.01], [18.59, -11.81, 4.62], [17.33, -11.35, 5.72], [19.00, -11.37, 6.25], [16.84, -12.78, 7.50], [15.93, -13.42, 6.07], [16.82, -14.48, 7.18], [16.99, -14.62, 1.94], [16.18, -13.76, 3.26], [17.80, -13.20, 2.69], [17.67, -17.00, 4.50], [17.40, -16.89, 2.81], [16.17, -16.26, 3.93], [11.80, -21.75, 7.06], [10.74, -20.78, 6.68], [9.29, -20.95, 7.56], [8.19, -21.77, 6.95], [9.53, -21.19, 8.97], [10.35, -20.86, 4.99], [9.59, -19.75, 4.38], [10.55, -22.12, 4.22], [11.10, -19.17, 6.97], [10.03, -18.05, 7.06], [12.49, -18.63, 6.92], [8.13, -21.51, 5.88], [7.21, -21.47, 7.43], [8.34, -22.83, 7.06], [8.59, -21.01, 9.52], [10.36, -20.59, 9.35], [9.85, -22.22, 9.15], [9.66, -19.81, 3.27], [8.54, -19.84, 4.66], [9.97, -18.74, 4.76], [11.33, -22.74, 4.62], [9.65, -22.72, 4.11], [10.90, -21.87, 3.20], [10.07, -17.62, 8.06], [10.33, -17.29, 6.35], [9.00, -18.37, 6.75], [12.58, -17.77, 7.56], [12.88, -18.30, 5.93], [13.18, -19.44, 7.31]], "lowdin_charge": [0.574, -0.025, -0.538, -0.167, -0.215, -0.140, -0.456, -0.114, -0.302, -0.007, -0.041, -0.047, 0.073, 0.078, 0.068, 0.100, 0.142, 0.098, 0.134, 0.106, 0.131, 0.075, 0.054, 0.034, 0.048, 0.085, 0.034, 0.037, 0.086, 0.096, -0.530, -0.094, -0.056, 0.055, -0.279, 0.607, -0.287, -0.146, -0.109, -0.286, -0.083, -0.115, -0.279, -0.087, -0.044, 0.100, 0.050, 0.097, 0.067, 0.057, 0.056, 0.090, 0.073, 0.057, 0.051, 0.095, 0.079, 0.063, 0.078, 0.091, 0.043, 0.101, 0.046, -0.296, 0.583, -0.289, -0.090, -0.106, -0.324, -0.134, -0.070, -0.302, -0.101, -0.127, 0.043, 0.117, 0.078, 0.093, 0.082, 0.048, 0.092, 0.086, 0.100, 0.078, 0.094, 0.078, 0.104, 0.071, 0.063, 0.101, 0.097, 0.043, -0.256, 0.515, -0.300, -0.095, -0.152, -0.314, -0.147, -0.109, -0.288, -0.122, -0.067, 0.080, 0.063, 0.084, 0.086, 0.057, 0.088, 0.093, 0.049, 0.090, 0.058, 0.088, 0.099, 0.087, 0.052, 0.081, 0.067, 0.075, 0.060, -0.260, 0.549, -0.271, -0.081, -0.153, -0.276, -0.091, -0.129, -0.284, -0.121, -0.095, 0.070, 0.077, 0.072, 0.068, 0.076, 0.089, 0.080, 0.069, 0.077, 0.099, 0.099, 0.045, 0.098, 0.083, 0.083, 0.065, 0.077, 0.084, -0.300, 0.547, -0.311, -0.090, -0.137, -0.302, -0.111, -0.112, -0.289, -0.093, -0.110, 0.052, 0.096, 0.071, 0.085, 0.073, 0.078, 0.088, 0.057, 0.079, 0.056, 0.067, 0.078, 0.072, 0.060, 0.082, 0.069, 0.075, 0.074], "homo_energy_ev": -5.89, "lumo_energy_ha": 0.023, "homo_lumo_gap_ha": 0.2398, "spin_multiplicity": 1, "total_charge": 0}